# 1
Here is 2 unconnected molecules or ions with the total composition C3H5NOS from OMol25. Energies are from ωB97M-V/def2-TZVPD.

CARTESIAN COORDINATES (ANGSTROEM)
C1 0.219 2.430 0.636
C2 0.220 1.247 0.677
C3 0.290 -0.772 -1.022
N1 -1.827 -1.370 2.300
O1 1.625 -0.758 1.270
S1 0.269 -0.519 0.796
H1 0.382 3.554 0.656
H2 1.234 -0.118 -1.366
H3 0.465 -1.845 -1.330
H4 -0.668 -0.412 -1.336
H5 -2.109 -0.410 2.302

Summary:
* spin multiplicity: 1
* orbital gap (spin up / spin down): 8.495 / 8.475 eV
* charge: 0
* energy relative to the best compared isomer or geometry (same formula, charge and spin): 198.3 kcal per mole

# 2
Here is a molecular structure, C10H38N2O8 from OMol25. Energies are from ωB97M-V/def2-TZVPD.

CARTESIAN COORDINATES (ANGSTROEM)
C1 -5.640 -7.915 17.392
C2 -5.091 -8.291 16.050
O1 -3.792 -7.682 15.887
H1 -6.695 -8.175 17.482
H2 -5.581 -6.844 17.584
H3 -5.158 -8.402 18.240
H4 -5.811 -7.899 15.331
H5 -4.950 -9.362 15.905
H6 -3.136 -8.372 16.015
O2 -1.546 -9.450 17.464
H7 -1.989 -9.952 18.148
H8 -0.926 -8.895 17.937
O3 -0.337 -10.946 15.276
H9 -0.636 -10.108 15.628
H10 0.619 -10.887 15.295
O4 -4.214 -12.048 14.526
H11 -3.634 -11.989 15.285
H12 -4.452 -11.141 14.335
O5 -3.309 -11.459 16.517
H13 -2.684 -12.136 16.257
H14 -2.938 -11.085 17.317
O6 -2.800 -9.415 15.821
H15 -2.938 -10.353 15.955
H16 -2.196 -9.159 16.517
C3 -3.683 -9.228 18.235
C4 -3.004 -10.113 19.294
C5 -3.936 -10.552 20.411
O7 -4.654 -9.446 21.078
C6 -5.546 -9.964 22.031
N1 -2.540 -11.266 18.503
H17 -4.521 -9.649 17.681
H18 -3.073 -8.568 17.617
H19 -4.159 -8.436 18.814
H20 -2.151 -9.604 19.742
H21 -3.294 -11.096 21.104
H22 -4.626 -11.334 20.092
H23 -6.318 -10.570 21.556
H24 -6.036 -9.285 22.730
H25 -5.118 -10.699 22.713
H26 -3.497 -11.563 18.382
H27 -2.148 -12.027 19.039
C7 -5.123 -9.796 12.487
C8 -3.844 -9.287 13.210
C9 -4.097 -7.922 13.951
O8 -4.455 -6.932 12.981
C10 -3.591 -6.743 11.850
N2 -3.326 -10.291 14.181
H28 -5.655 -9.048 11.899
H29 -5.818 -10.324 13.140
H30 -4.964 -10.591 11.757
H31 -3.076 -9.118 12.456
H32 -3.235 -7.505 14.473
H33 -4.881 -8.050 14.696
H34 -3.667 -5.817 11.278
H35 -3.820 -7.624 11.251
H36 -2.585 -6.756 12.269
H37 -2.536 -10.719 13.720
H38 -2.810 -9.944 14.977

Summary:
* spin multiplicity: 1
* orbital gap: 5.169 eV
* charge: 0
* energy relative to the best compared isomer or geometry (same formula, charge and spin): 621.4 kcal per mole

# 3
Here is a molecular structure, C16H31As2FeN2SSeSi from OMol25. Energies are from ωB97M-V/def2-TZVPD.

CARTESIAN COORDINATES (ANGSTROEM)
Fe1 0.585 -0.016 0.014
C1 -3.335 1.044 1.149
As1 -1.619 0.159 1.310
C2 -0.628 1.593 2.257
C3 -1.808 -1.183 2.684
C4 -2.958 -1.274 3.458
C5 -3.076 -2.283 4.405
C6 -2.053 -3.202 4.575
C7 -0.901 -3.116 3.803
C8 -0.770 -2.106 2.859
As2 0.802 -1.953 1.745
C9 1.810 -3.593 1.975
C10 1.958 -0.779 2.842
H1 -3.560 1.563 2.079
H2 -4.116 0.321 0.922
H3 -3.267 1.763 0.335
H4 -0.521 1.338 3.309
H5 -1.189 2.520 2.153
H6 0.371 1.789 1.850
H7 -3.770 -0.569 3.331
H8 -3.974 -2.353 5.004
H9 -2.150 -3.992 5.306
H10 -0.112 -3.842 3.948
H11 2.174 -3.636 2.999
H12 2.651 -3.564 1.285
H13 1.193 -4.460 1.753
H14 1.553 -0.692 3.848
H15 2.079 0.222 2.425
H16 2.947 -1.233 2.885
S1 2.556 -0.972 -0.882
C11 2.802 -0.462 -2.514
N1 3.140 0.754 -2.914
C12 3.362 0.824 -4.365
C13 3.112 -0.637 -4.807
N2 2.743 -1.287 -3.544
H17 3.279 1.514 -2.270
H18 4.378 1.149 -4.578
H19 2.665 1.522 -4.826
H20 4.005 -1.099 -5.224
H21 2.304 -0.720 -5.530
H22 2.511 -2.260 -3.440
C14 -2.854 2.238 -3.536
Si1 -1.150 2.923 -3.307
C15 -1.047 4.556 -2.445
C16 0.001 2.704 -4.746
Se1 -0.187 1.356 -1.739
H23 -3.392 2.855 -4.261
H24 -3.423 2.254 -2.606
H25 -2.827 1.218 -3.919
H26 -1.367 5.351 -3.124
H27 -0.029 4.778 -2.126
H28 -1.702 4.583 -1.573
H29 -0.296 3.388 -5.546
H30 -0.050 1.688 -5.138
H31 1.032 2.939 -4.476

Summary:
* spin multiplicity: 6
* orbital gap (spin up / spin down): 8.341 / 6.389 eV
* charge: +2
* ⟨S²⟩: 8.777
* energy relative to the best compared isomer or geometry (same formula, charge and spin): 23.6 kcal per mole

# 4
Here is 7 unconnected molecules or ions with the total composition C33H62BBrN2O8 from OMol25. Energies are from ωB97M-V/def2-TZVPD.

CARTESIAN COORDINATES (ANGSTROEM)
C1 4.568 2.927 0.687
O1 3.417 2.237 1.292
C2 2.404 2.276 0.259
C3 1.046 1.495 0.620
C4 -0.111 2.159 -0.331
C5 -1.510 1.366 -0.283
Br1 -1.940 0.637 1.515
C6 -1.500 0.127 -1.320
N1 -1.439 -0.758 -2.130
C7 -2.655 2.390 -0.858
C8 -2.063 3.323 -2.050
N2 -1.318 3.993 -2.737
B1 -3.280 3.345 0.312
C9 -4.860 3.098 0.710
O2 -2.548 4.358 1.039
H1 5.475 2.969 1.382
H2 4.250 4.001 0.371
H3 4.884 2.411 -0.306
H4 2.759 1.895 -0.762
H5 2.111 3.394 0.126
H6 0.780 1.583 1.745
H7 1.092 0.376 0.315
H8 0.331 2.108 -1.402
H9 -0.176 3.265 -0.034
H10 -3.453 1.711 -1.335
H11 -5.477 3.965 0.277
H12 -5.249 2.069 0.345
H13 -4.889 3.098 1.869
H14 -1.776 4.675 0.497
C10 8.974 -0.159 -1.132
C11 8.142 -1.323 -0.643
C12 6.943 -0.622 -0.036
O3 6.756 0.594 -0.774
C13 7.910 0.815 -1.597
H15 9.682 -0.424 -1.919
H16 9.535 0.273 -0.296
H17 7.826 -1.936 -1.494
H18 8.663 -1.968 0.067
H19 7.127 -0.354 1.010
H20 6.034 -1.226 -0.087
H21 7.621 0.620 -2.636
H22 8.228 1.856 -1.513
C14 3.172 -3.740 2.148
C15 1.776 -3.740 2.725
C16 1.484 -2.258 2.847
O4 2.209 -1.605 1.795
C17 3.129 -2.542 1.220
H23 3.436 -4.667 1.635
H24 3.904 -3.570 2.945
H25 1.082 -4.201 2.016
H26 1.693 -4.270 3.676
H27 1.845 -1.858 3.801
H28 0.419 -2.032 2.754
H29 2.750 -2.820 0.231
H30 4.107 -2.070 1.098
C18 1.192 -8.138 -0.850
C19 0.442 -8.707 0.332
C20 0.815 -7.741 1.438
O5 1.032 -6.465 0.819
C21 1.086 -6.647 -0.603
H31 0.784 -8.440 -1.817
H32 2.241 -8.450 -0.809
H33 -0.636 -8.661 0.143
H34 0.704 -9.741 0.562
H35 1.749 -8.038 1.927
H36 0.036 -7.653 2.199
H37 0.162 -6.239 -1.028
H38 1.933 -6.091 -1.012
C22 -5.566 8.063 -2.404
C23 -6.987 7.727 -2.011
C24 -6.832 6.340 -1.420
O6 -5.518 6.276 -0.847
C25 -4.770 7.421 -1.286
H39 -5.378 9.134 -2.500
H40 -5.323 7.585 -3.359
H41 -7.333 8.425 -1.241
H42 -7.693 7.759 -2.843
H43 -6.897 5.568 -2.194
H44 -7.578 6.126 -0.651
H45 -4.665 8.099 -0.434
H46 -3.773 7.107 -1.607
C26 -1.728 -12.258 -2.182
C27 -0.534 -12.879 -2.870
C28 0.595 -11.974 -2.421
O7 0.244 -11.485 -1.119
C29 -1.131 -11.805 -0.864
H47 -2.568 -12.943 -2.055
H48 -2.075 -11.390 -2.753
H49 -0.374 -13.894 -2.490
H50 -0.632 -12.933 -3.956
H51 0.701 -11.110 -3.086
H52 1.555 -12.495 -2.371
H53 -1.156 -12.609 -0.120
H54 -1.641 -10.932 -0.450
C30 -4.256 10.885 3.168
C31 -2.868 11.153 2.636
C32 -2.628 9.943 1.756
O8 -3.908 9.535 1.253
C33 -4.930 10.233 1.978
H55 -4.775 11.781 3.514
H56 -4.204 10.177 4.002
H57 -2.873 12.063 2.027
H58 -2.112 11.270 3.416
H59 -2.212 9.109 2.331
H60 -1.957 10.159 0.920
H61 -5.362 10.984 1.307
H62 -5.716 9.534 2.271

Summary:
* spin multiplicity: 1
* orbital gap: 9.301 eV
* charge: 0
* SMILES string: COCCC[C@](Br)(C#N)[C@H](C#N)B(C)O.C1CCOC1.C1CCOC1.C1CCOC1.C1CCOC1.C1CCOC1.C1CCOC1

# 5
Here is a molecular structure, C6H9AsF6MgN6O2Se from OMol25. Energies are from ωB97M-V/def2-TZVPD.

CARTESIAN COORDINATES (ANGSTROEM)
Mg1 -0.767 -0.251 -0.152
N1 -1.686 -0.170 2.315
N2 -1.866 1.187 2.619
C1 -1.407 2.116 1.766
N3 -1.727 3.387 1.925
N4 -0.632 1.613 0.797
N5 -0.375 2.322 -0.334
O1 -0.378 3.521 -0.404
O2 -0.111 1.554 -1.274
H1 -2.589 -0.615 2.178
H2 -1.192 -0.623 3.076
H3 -2.430 1.458 3.411
H4 -2.413 3.678 2.602
H5 -1.326 4.067 1.295
Se1 1.086 -2.129 0.198
C2 2.677 -1.578 -0.619
C3 3.812 -2.373 -0.440
C4 4.994 -1.961 -1.034
N6 5.099 -0.852 -1.761
C5 4.011 -0.103 -1.932
C6 2.777 -0.414 -1.386
H6 3.772 -3.283 0.143
H7 5.899 -2.545 -0.917
H8 4.131 0.788 -2.537
H9 1.927 0.229 -1.566
F1 -2.155 -1.950 0.166
As1 -3.159 -1.349 -1.204
F2 -4.558 -1.527 -0.269
F3 -2.814 0.239 -0.382
F4 -3.891 -0.531 -2.482
F5 -1.517 -1.025 -1.893
F6 -3.192 -2.881 -1.903

Summary:
* spin multiplicity: 2
* orbital gap (spin up / spin down): 9.083 / 6.684 eV
* charge: +1
* ⟨S²⟩: 0.766
* energy relative to the best compared isomer or geometry (same formula, charge and spin): 0.0 kcal per mole

# 6
Here is a molecular structure, C8H12N3OS from OMol25. Energies are from ωB97M-V/def2-TZVPD.

CARTESIAN COORDINATES (ANGSTROEM)
C1 1.396 1.048 0.890
C2 0.605 -2.033 -1.901
C3 -0.714 -2.637 -2.371
C4 -1.303 1.705 2.289
C5 -0.702 2.320 3.543
C6 -0.028 2.453 2.191
C7 1.354 0.140 -1.036
C8 -0.867 -3.530 -3.595
N1 0.672 -0.786 -1.766
N2 0.581 0.922 -0.159
N3 1.202 1.781 1.988
O1 -1.658 -2.348 -1.674
S1 2.501 -0.133 0.501
H1 1.366 -2.763 -1.558
H2 -1.337 0.710 1.927
H3 -2.085 2.235 1.785
H4 -1.309 3.170 4.005
H5 -0.270 1.730 4.397
H6 -0.077 3.443 1.700
H7 2.004 0.641 -1.878
H8 -1.460 -4.303 -3.346
H9 -0.012 -3.800 -4.000
H10 -1.347 -2.972 -4.458
H11 -0.442 1.055 -0.207
H12 1.929 1.951 2.733

Summary:
* spin multiplicity: 1
* orbital gap: 9.622 eV
* charge: +1
* energy relative to the best compared isomer or geometry (same formula, charge and spin): 52.4 kcal per mole

| no. | molar mass (g/mol) | strongest force on any atom (hartree/bohr) |
| --- | --- | --- |
| 1 | 103.146 | 0.085 |
| 2 | 314.420 | 0.225 |
| 3 | 596.240 | 0.016 |
| 4 | 705.581 | 0.129 |
| 5 | 489.353 | 0.007 |
| 6 | 198.271 | 0.101 |